1.
ORCA calculation (the ωB97M-V functional and the def2-TZVPD basis) on the molecule C10H9FN4.

Last column: Löwdin charge in e.
Element x y z (Å)
1 C 0.657 1.090 -0.750  -0.254
2 C -2.936 -1.093 -0.010  -0.057
3 C -2.056 -0.160 -0.596  -0.236
4 C 2.791 -0.845 -1.328  -0.002
5 C 1.354 -1.154 -1.473  0.024
6 C 2.803 -0.629 1.064  -0.120
7 C 3.442 -0.483 -0.188  -0.283
8 C 1.577 -0.375 1.469  0.020
9 C 0.442 -0.330 -0.837  -0.246
10 C -2.156 1.218 -1.236  -0.025
11 N 1.039 2.158 -0.895  0.217
12 N -2.203 -2.193 0.399  0.025
13 N -1.028 -2.000 0.019  0.013
14 N -0.868 -0.797 -0.614  -0.053
15 F 4.799 -0.378 -0.139  0.064
16 H -3.869 -0.813 0.191  0.052
17 H 3.529 -1.067 -2.109  0.124
18 H 0.929 -2.134 -1.758  0.131
19 H 3.479 -1.297 1.661  0.144
20 H 0.929 -0.722 2.287  0.086
21 H 1.099 0.663 1.178  0.095
22 H -1.832 1.914 -0.362  0.109
23 H -1.379 1.419 -2.069  0.107
24 H -3.157 1.564 -1.426  0.065

Results
HOMO-LUMO gap in eV: 8.849
Relative energy (zero: lowest compared OMol25 entry of this formula, charge and spin) in eV: 2.297
HOMO in eV: -9.29


2.
ORCA calculation (the ωB97M-V functional and the def2-TZVPD basis) on the molecule C10H9IN2O.

Last column: Löwdin charge in e.
Element x y z (Å)
1 C -3.162 -0.736 -0.657  -0.103
2 C -2.099 -1.198 -1.406  -0.095
3 C -2.985 0.114 0.415  -0.070
4 C -0.813 -0.842 -1.127  -0.032
5 C -1.663 0.526 0.730  0.008
6 C -0.613 -0.053 0.002  -0.216
7 C 2.846 -1.279 0.444  -0.138
8 C 3.506 -0.202 0.111  -0.670
9 C 1.338 -1.243 0.716  -0.367
10 C 1.061 2.316 0.209  -0.113
11 N 0.674 0.021 0.603  -0.083
12 N 1.387 1.088 0.926  0.010
13 O 0.697 -2.270 0.906  0.086
14 I 5.262 0.621 -0.343  0.885
15 H -4.191 -1.189 -0.783  0.124
16 H -2.111 -1.948 -2.243  0.127
17 H -3.821 0.664 0.808  0.100
18 H -0.068 -1.411 -1.672  0.126
19 H -1.539 1.292 1.473  0.104
20 H 3.082 -2.225 0.684  0.063
21 H 0.260 2.851 0.778  0.087
22 H 1.858 3.003 0.360  0.044
23 H 1.094 2.100 -0.932  0.124

Results
HOMO-LUMO gap (alpha / beta) in eV: 7.173 / 7.912
Relative energy (zero: lowest compared OMol25 entry of this formula, charge and spin) in eV: 2.083
HOMO (alpha / beta) in eV: -7.65 / -8.04


3.
ORCA calculation (the ωB97M-V functional and the def2-TZVPD basis) on a structure of composition C10H9N2O5PbSe.

Last column: Löwdin charge in e.
Element x y z (Å)
1 O -0.034 2.107 -4.523  0.126
2 C -0.031 1.387 -3.581  -0.098
3 Pb -0.019 -0.089 -1.911  0.584
4 O -0.035 2.549 0.069  0.059
5 C -0.029 1.662 -0.732  -0.208
6 C -0.015 -1.614 -3.486  -0.336
7 O -0.107 -2.724 -3.077  0.003
8 C 1.980 -0.088 -2.187  -0.255
9 O 3.152 -0.161 -2.299  0.112
10 C -2.026 -0.106 -2.190  -0.160
11 O -3.199 -0.192 -2.296  0.182
12 H 0.080 -1.209 -4.508  0.092
13 C 2.495 -0.652 1.633  0.017
14 N 1.124 -0.175 1.985  -0.076
15 C 0.753 0.699 3.035  0.001
16 C -0.555 0.852 3.006  0.003
17 N -1.070 0.077 1.925  -0.080
18 C -2.514 -0.031 1.550  0.016
19 C -0.019 -0.556 1.294  -0.647
20 Se -0.110 -1.801 -0.068  0.893
21 H 3.190 -0.202 2.341  0.104
22 H 2.750 -0.335 0.629  0.076
23 H 2.539 -1.728 1.714  0.093
24 H 1.481 1.083 3.658  0.118
25 H -1.198 1.400 3.599  0.118
26 H -3.059 -0.430 2.405  0.107
27 H -2.884 0.964 1.312  0.105
28 H -2.641 -0.686 0.701  0.051

Results
Charge: +1
HOMO-LUMO gap (alpha / beta) in eV: 5.621 / 4.929
HOMO (alpha / beta) in eV: -10.09 / -9.59


4.
ORCA calculation (the ωB97M-V functional and the def2-TZVPD basis) on the molecule C10H9N3OS.

Last column: Löwdin charge in e.
Element x y z (Å)
1 O 3.274 -3.590 -0.923  -0.013
2 N -2.878 2.998 2.548  0.061
3 N -1.102 1.814 1.702  0.065
4 S -1.149 -0.174 -0.132  0.989
5 C -1.572 2.797 2.517  -0.146
6 C -3.709 2.198 1.864  -0.086
7 C -1.866 1.118 0.922  -0.588
8 C -3.199 1.322 0.885  -0.076
9 C 1.330 -0.416 -1.794  -0.101
10 C 1.933 -1.082 -2.870  -0.014
11 C 1.409 -0.852 -0.448  -0.255
12 C 2.668 -2.279 -2.543  0.009
13 C 2.116 -2.010 -0.266  -0.009
14 N 2.756 -2.593 -1.248  -0.323
15 C 0.468 -0.217 0.571  -0.446
16 H -1.058 3.471 3.172  0.108
17 H -4.728 2.182 1.887  0.078
18 H -3.864 0.727 0.311  0.096
19 H 0.882 0.582 -2.062  0.119
20 H 1.816 -0.657 -3.804  0.077
21 H 3.125 -2.913 -3.318  0.140
22 H 2.130 -2.408 0.745  0.152
23 H 0.744 0.803 0.793  0.072
24 H 0.473 -0.820 1.492  0.093

Results
HOMO-LUMO gap in eV: 8.607
Relative energy (zero: lowest compared OMol25 entry of this formula, charge and spin) in eV: 1.706
HOMO in eV: -8.17


5.
ORCA calculation (the ωB97M-V functional and the def2-TZVPD basis) on the molecule C10H9N3OS.

Last column: Löwdin charge in e.
Element x y z (Å)
1 O -0.589 3.667 -3.130  -0.063
2 N 1.062 -3.741 1.998  0.070
3 N 0.293 -1.581 1.534  0.086
4 S -1.542 -1.118 -0.445  0.996
5 C 1.025 -2.431 2.261  -0.170
6 C 0.304 -4.214 1.028  -0.134
7 C -0.494 -2.094 0.577  -0.609
8 C -0.539 -3.411 0.301  -0.118
9 C 0.720 1.701 0.125  -0.047
10 C 1.568 2.573 -0.565  -0.020
11 C -0.564 1.478 -0.351  -0.252
12 C 1.062 3.187 -1.720  -0.034
13 C -0.972 2.168 -1.530  0.028
14 N -0.159 3.003 -2.166  -0.288
15 C -1.515 0.532 0.339  -0.408
16 H 1.676 -2.043 3.002  0.100
17 H 0.320 -5.284 0.844  0.114
18 H -1.239 -3.741 -0.454  0.101
19 H 1.075 1.228 1.038  0.108
20 H 2.565 2.768 -0.219  0.105
21 H 1.695 3.920 -2.215  0.138
22 H -1.956 2.044 -1.952  0.143
23 H -2.509 0.943 0.301  0.073
24 H -1.287 0.447 1.400  0.081

Results
HOMO-LUMO gap in eV: 9.010
Relative energy (zero: lowest compared OMol25 entry of this formula, charge and spin) in eV: 0.000
HOMO in eV: -8.47


6.
ORCA calculation (the ωB97M-V functional and the def2-TZVPD basis) on the ion C10H9N4 with charge -1.

Last column: Löwdin charge in e.
Element x y z (Å)
1 C 2.403 1.994 0.059  -0.080
2 C 1.825 1.462 1.229  -0.104
3 C 2.243 1.335 -1.188  -0.079
4 C 0.862 0.540 1.184  -0.073
5 C 1.255 0.387 -1.164  -0.042
6 C 0.571 -0.053 -0.014  -0.180
7 C -2.015 -0.117 -0.069  -0.418
8 C -0.506 -2.267 -0.745  -0.130
9 C -0.605 -2.215 0.757  -0.075
10 C -0.678 -0.928 -0.146  -0.300
11 N -3.195 -0.458 0.410  -0.018
12 N -1.986 1.148 -0.455  -0.022
13 N -3.892 0.655 0.284  -0.181
14 N -3.200 1.627 -0.225  -0.141
15 H 3.063 2.851 -0.023  0.085
16 H 2.119 1.920 2.173  0.098
17 H 2.583 1.832 -2.028  0.071
18 H 0.269 0.239 2.014  0.121
19 H 0.987 -0.051 -2.083  0.097
20 H 0.456 -2.533 -1.205  0.093
21 H -1.276 -2.906 -1.281  0.119
22 H -1.565 -2.378 1.095  0.051
23 H 0.282 -2.083 1.419  0.106

Results
Charge: -1
HOMO-LUMO gap in eV: 8.156
Relative energy (zero: lowest compared OMol25 entry of this formula, charge and spin) in eV: 0.000
HOMO in eV: -4.71


7.
ORCA calculation (the ωB97M-V functional and the def2-TZVPD basis) on the molecule C10H9N4P.

Last column: Löwdin charge in e.
Element x y z (Å)
1 C -0.230 1.250 0.051  -0.267
2 C 1.426 2.505 0.652  -0.023
3 C 0.975 0.461 -0.227  -0.083
4 C -3.139 -1.220 0.391  -0.192
5 C -2.300 -0.173 -0.094  -0.230
6 C 2.248 -0.786 -1.671  0.010
7 C -3.123 -1.281 1.736  -0.298
8 C 3.229 0.117 -1.428  -0.127
9 C 1.208 -0.902 -0.638  -0.352
10 C -1.414 0.409 0.680  -0.342
11 N 0.187 2.448 0.652  0.111
12 N 3.170 0.961 -0.373  0.050
13 N 2.017 1.297 0.032  -0.047
14 N 0.493 -1.956 -0.494  0.139
15 P -1.591 -0.435 2.392  0.963
16 H -0.648 1.890 -0.750  0.177
17 H 2.042 3.199 1.089  0.108
18 H -3.942 -1.608 -0.403  0.152
19 H -2.364 0.108 -1.121  0.106
20 H 2.271 -1.479 -2.498  0.109
21 H -3.691 -2.064 2.229  0.054
22 H 4.064 0.124 -2.004  0.075
23 H -0.208 -1.724 0.207  -0.019
24 H -0.680 -1.140 1.589  -0.074

Results
HOMO-LUMO gap in eV: 7.940
HOMO in eV: -8.13


8.
ORCA calculation (the ωB97M-V functional and the def2-TZVPD basis) on the molecule C10H9N5O6S.

Last column: Löwdin charge in e.
Element x y z (Å)
1 C 0.882 1.508 2.298  -0.237
2 S 0.724 -0.022 1.348  1.139
3 C 1.834 -1.012 2.389  -0.217
4 C -0.876 -0.802 1.983  -0.374
5 C -1.776 0.339 1.879  -0.239
6 N -2.390 1.327 1.934  0.214
7 H 0.183 2.275 1.980  0.064
8 H 0.858 1.390 3.380  0.081
9 H 1.888 1.777 1.984  0.061
10 H 1.672 -2.072 2.187  0.076
11 H 2.804 -0.666 2.022  0.065
12 H 1.687 -0.758 3.446  0.079
13 H -0.667 -1.000 3.022  0.110
14 O 0.382 -6.796 -0.658  0.047
15 N -0.296 -6.463 0.335  -0.320
16 O -0.724 -7.267 1.202  0.017
17 C -0.634 -5.008 0.557  -0.077
18 C -1.200 -4.649 1.797  0.076
19 C -1.410 -3.325 2.175  -0.127
20 N -2.108 -3.095 3.391  -0.346
21 O -2.414 -4.069 4.110  0.033
22 O -2.403 -1.916 3.720  -0.006
23 C -1.299 -2.085 1.274  -0.164
24 C -0.705 -2.599 -0.021  -0.090
25 N -0.656 -1.874 -1.173  -0.187
26 O -1.018 -0.738 -1.437  0.037
27 O -0.077 -2.750 -2.184  0.014
28 N 0.038 -4.050 -1.670  0.149
29 C -0.423 -3.932 -0.382  -0.169
30 H -1.473 -5.434 2.496  0.131
31 H -2.296 -1.788 0.947  0.159

Results
HOMO-LUMO gap in eV: 7.097
Relative energy (zero: lowest compared OMol25 entry of this formula, charge and spin) in eV: 0.000
HOMO in eV: -7.99


9.
ORCA calculation (the ωB97M-V functional and the def2-TZVPD basis) on a structure of composition C10H9NO.

Last column: Löwdin charge in e.
Element x y z (Å)
1 C -0.575 -0.926 1.443  -0.264
2 C -0.525 -2.250 0.760  -0.015
3 C -0.369 -2.323 -0.599  -0.052
4 C -0.240 -1.268 -1.454  -0.365
5 C -0.123 0.121 -0.958  -0.066
6 C 0.217 1.345 -1.658  -0.096
7 C 0.791 2.412 -1.106  -0.037
8 C 0.647 2.519 0.409  -0.073
9 C -0.027 1.528 1.047  -0.036
10 C -0.192 0.065 0.514  -0.107
11 H 0.521 -0.193 2.707  0.091
12 H 0.276 -1.965 3.385  0.211
13 H -0.956 -3.120 1.201  0.098
14 H -0.362 -3.206 -1.020  0.069
15 H -0.703 0.032 -3.473  0.361
16 H 0.128 1.294 -2.617  -0.002
17 H 0.942 3.175 -1.885  0.111
18 H 1.025 3.370 0.895  0.074
19 H -0.009 1.825 2.186  0.132
20 N -0.370 -0.867 2.957  -0.026
21 O -0.093 -1.567 -2.735  -0.006

Results
HOMO-LUMO gap in eV: 5.205
Relative energy (zero: lowest compared OMol25 entry of this formula, charge and spin) in eV: 9.753
HOMO in eV: -7.64


10.
ORCA calculation (the ωB97M-V functional and the def2-TZVPD basis) on the molecule C10H9NO.

Last column: Löwdin charge in e.
Element x y z (Å)
1 C 3.701 0.191 0.088  -0.079
2 C 2.236 0.014 -0.040  -0.293
3 C 1.725 -1.294 -0.161  -0.054
4 C -0.388 -0.381 -0.052  -0.216
5 C -1.783 -0.719 0.090  -0.189
6 C -2.701 0.345 0.054  -0.028
7 C -2.216 1.619 -0.083  -0.118
8 C -0.899 2.072 -0.018  -0.002
9 C 0.024 0.941 -0.114  -0.158
10 C 1.435 1.126 0.027  0.018
11 H 4.272 -0.055 -0.899  0.119
12 H 4.078 1.200 0.357  0.085
13 H 4.031 -0.482 0.838  0.056
14 H 2.477 -2.125 -0.189  0.134
15 H -1.745 -2.617 0.693  0.106
16 H -3.744 -0.020 0.099  0.129
17 H -3.019 2.326 -0.110  0.095
18 H -0.510 3.118 0.137  0.126
19 H 1.702 2.108 0.506  0.140
20 N 0.396 -1.458 0.006  0.119
21 O -2.141 -2.091 -0.028  0.010

Results
HOMO-LUMO gap in eV: 8.455
Relative energy (zero: lowest compared OMol25 entry of this formula, charge and spin) in eV: 1.454
HOMO in eV: -8.31


Number 1: E_tot -705.15789 hartree. Number 2: E_tot -868.68993 hartree. Number 3: E_tot -3465.77849 hartree. Number 4: E_tot -1024.02084 hartree. Number 5: E_tot -1024.08353 hartree. Number 6: E_tot -605.44545 hartree. Number 7: E_tot -946.61553 hartree. Number 8: E_tot -1509.41404 hartree. Number 9: E_tot -516.10548 hartree. Number 10: E_tot -516.41047 hartree.